C4H11N2O | wB97M-V/def2-TZVPD

The geometry in XYZ format:
```
18
Properties=species:S:1:pos:R:3:forces:R:3
N -0.17706 1.16624 -0.77615 -0.672 0.175 -0.397
C 0.16800 -0.14171 -0.51858 -1.579 0.907 -0.607
C -0.84356 -0.86940 0.24004 0.235 -0.301 0.098
C -1.92904 -0.20213 0.92770 -0.616 0.215 0.097
O -2.77936 0.12943 -0.20645 0.803 0.314 -0.113
C 1.54721 -0.17241 0.47747 2.221 -1.218 0.114
N 2.65534 0.23743 -0.24180 -0.181 -0.134 1.018
H -2.64196 -0.40719 -1.00450 -0.459 -0.313 0.034
H 0.16202 1.58668 -1.63087 0.428 0.160 -0.040
H -1.14428 1.43088 -0.60899 0.059 0.315 0.302
H 0.46782 -0.64315 -1.41768 0.665 -0.764 -0.226
H -1.58525 0.73417 1.38131 -0.298 -0.039 0.139
H -0.81077 -1.95911 0.27111 0.180 -0.055 -0.167
H -2.50023 -0.81703 1.61057 0.143 -0.104 0.281
H 1.63507 -1.23893 0.74070 -0.123 0.229 -0.069
H 1.38043 0.45512 1.34026 -0.476 0.248 -0.001
H 3.05272 1.11695 0.05382 0.136 0.437 -0.334
H 3.34289 -0.40584 -0.63797 -0.465 -0.074 -0.129
```
Forces are in eV/Å.

Its total charge is +2. The multiplicity is 2. The frontier orbital gap (spin up / spin down) comes out at 7.8 / 6.3 eV. The HOMO energy (spin up / spin down) is -19.9 / -19.3 eV. The relative energy (zero: lowest compared OMol25 entry of this formula, charge and spin) is 88.45 kcal per mole.